Computed, not measured: the molecule C4H9NO2 in a non-equilibrium geometry, with ωB97M-V with the def2-TZVPD basis set.

XYZ file:
```
16
Properties=species:S:1:pos:R:3:nbo_charge:R:1
O -0.7378 -0.9229 -2.5848 -0.5861
C -0.5294 -1.0968 -1.4182 0.7956
O -0.1303 -2.2968 -0.9303 -0.6942
C -0.6032 -0.0454 -0.3352 -0.1523
C 0.8460 0.3945 -0.0122 -0.4101
C 0.8943 1.5365 0.9730 -0.6182
N -1.4377 -0.4393 0.7881 -0.8004
H -0.1098 -2.9036 -1.6883 0.4954
H -1.1006 0.7898 -0.8510 0.2099
H 1.3792 0.5487 -0.9519 0.2173
H 1.3015 -0.4995 0.4384 0.2031
H 0.3854 2.4532 0.6895 0.2085
H 0.4416 1.2057 1.9058 0.2001
H 1.9038 1.8545 1.2380 0.2211
H -0.8842 -0.9934 1.4315 0.3530
H -1.6187 0.4149 1.3077 0.3571
```

SMILES = CC[C@H](N)C(=O)O
frontier orbital gap = 10.58 eV
relative energy (zero: lowest compared OMol25 entry of this formula, charge and spin) = 58.41 kJ/mol
highest occupied orbital energy = -9.8 eV

---

Computed, not measured: a 13-piece molecular cluster, C57H146N6O19 overall in a non-equilibrium geometry, with ωB97M-V with the def2-TZVPD basis set.

XYZ file:
```
228
Properties=species:S:1:pos:R:3:mulliken_charge:R:1
C 3.3011 7.1442 -0.5955 -1.0537
C 3.3800 7.4053 -2.1221 0.9640
C 2.2201 7.0076 -2.9695 -0.9714
O 3.5243 8.7782 -2.3997 -0.6040
H 4.1946 7.4414 -0.0465 0.3389
H 3.2554 6.0618 -0.4759 0.0522
H 2.4618 7.6466 -0.1146 0.4506
H 4.2994 6.9196 -2.4490 -0.0775
H 1.3007 7.3907 -2.5267 0.3349
H 2.1028 5.9239 -2.9599 -0.1386
H 2.2271 7.3748 -3.9957 0.3933
H 4.0896 8.8513 -3.1722 0.3767
C 7.4919 0.7980 -2.6366 -0.5928
C 8.3239 -0.4618 -2.8329 0.5099
C 9.8339 -0.3542 -2.8614 -1.4980
O 8.0304 -1.3720 -1.8570 -0.4520
H 7.5461 1.2406 -1.6420 0.2466
H 6.4383 0.5757 -2.8056 -0.4586
H 7.8649 1.5180 -3.3651 0.5107
H 8.0429 -0.8505 -3.8116 0.1134
H 10.1409 0.2811 -3.6922 0.3781
H 10.2244 -1.3586 -3.0251 0.4780
H 10.1777 0.1776 -1.9743 0.3205
H 8.5009 -2.1660 -2.1212 0.3201
C -3.4322 1.4942 -0.4398 0.2732
C -4.6329 2.3627 -0.5622 0.1028
C -4.2005 3.8409 -0.9353 -1.5074
O -5.4757 1.8856 -1.5769 -0.3316
H -3.5303 0.4254 -0.2495 0.2633
H -2.7980 1.9176 0.3391 -0.2369
H -2.8659 1.6702 -1.3543 -0.1251
H -5.2893 2.3461 0.3078 0.1934
H -5.0622 4.4574 -1.1910 0.5049
H -3.5078 3.8475 -1.7768 0.2953
H -3.6835 4.3460 -0.1194 0.2012
H -6.3519 2.2763 -1.5401 0.3012
C 0.3343 5.4927 0.2728 -0.8196
C -0.0626 4.1233 -0.3396 2.4773
C -0.3049 4.2012 -1.8495 -1.4733
O 0.9369 3.1805 -0.1120 0.7025
H -0.5078 6.1761 0.3823 0.4245
H 0.9865 6.0734 -0.3795 -0.3831
H 0.8916 5.3842 1.2031 0.2511
H -0.9975 3.6831 0.0071 -1.1783
H -0.8742 3.3286 -2.1701 0.2027
H 0.5747 4.3027 -2.4851 -0.0818
H -0.8646 5.1219 -2.0139 0.5175
H 0.8254 2.4500 -0.7249 -0.6822
C -0.5911 -4.5302 0.0233 -1.1652
C 0.7617 -4.3307 0.6347 2.2619
C 0.8649 -4.7228 2.0969 -1.2476
O 1.6754 -5.1583 -0.1036 -0.6686
H -0.6429 -4.2504 -1.0289 0.5213
H -1.2806 -3.8921 0.5760 -0.4902
H -0.8079 -5.5948 0.1101 0.6658
H 1.0859 -3.3052 0.4572 -0.7746
H 0.6236 -5.7644 2.3087 0.3341
H 0.2556 -4.0550 2.7060 -0.0977
H 1.9107 -4.5750 2.3664 0.4437
H 1.3186 -5.3281 -0.9785 0.3392
C 4.3936 0.0610 -5.6999 -0.9794
C 2.9536 -0.3203 -5.6623 0.5362
C 2.8576 -1.6547 -4.8960 -0.6574
O 2.2280 0.5905 -4.9015 -0.5103
H 5.0237 -0.6783 -6.1946 0.4868
H 4.8361 0.2495 -4.7218 -0.1010
H 4.5156 1.0292 -6.1854 0.3157
H 2.5260 -0.5347 -6.6417 0.3907
H 3.2940 -2.5112 -5.4099 0.4887
H 1.8511 -1.9801 -4.6332 0.1783
H 3.5074 -1.5815 -4.0239 -0.1783
H 2.8543 0.9439 -4.2656 0.3665
C 5.5396 -3.6084 -0.7145 -1.8549
C 4.9110 -2.2561 -0.4088 1.3563
C 5.4894 -1.5064 0.8409 -1.2734
O 5.1146 -1.4392 -1.5626 -0.1154
H 5.3672 -3.9735 -1.7270 0.3853
H 4.8993 -4.3357 -0.2153 0.4806
H 6.5871 -3.6207 -0.4136 0.2834
H 3.8570 -2.4766 -0.2401 -0.1801
H 5.5113 -0.4214 0.7386 0.1005
H 6.5093 -1.7833 1.1077 0.5111
H 4.9213 -1.7534 1.7378 0.4060
H 6.0511 -1.2545 -1.6651 -0.1091
C -4.5153 -4.1632 -2.4697 -0.4904
O -3.2898 -3.7388 -3.0681 -0.5452
C -2.7536 -2.5722 -2.4330 -0.0069
C -3.4259 -1.2053 -2.6939 2.2564
N -3.5267 -0.9746 -4.1221 -0.5408
C -4.1778 0.2767 -4.5118 -0.5906
C -5.6415 0.2777 -4.1987 0.0394
O -6.2798 -0.6104 -5.1024 -0.3986
C -7.6263 -0.4300 -5.2858 -0.6617
H -5.2493 -3.4066 -2.7470 0.1945
H -4.5021 -4.2410 -1.3826 0.0561
H -4.9463 -5.1007 -2.8211 0.4064
H -1.7530 -2.4795 -2.8552 0.1582
H -2.5456 -2.5928 -1.3633 0.1301
H -2.7673 -0.4353 -2.2921 -1.3914
H -4.3749 -1.2090 -2.1575 -0.4894
H -3.9827 -1.7620 -4.5604 0.4494
H -3.9771 0.5820 -5.5388 0.2853
H -3.6942 1.0163 -3.8736 0.0586
H -6.0514 1.2651 -4.4108 0.6374
H -5.8484 -0.0612 -3.1836 -0.1590
H -8.1443 -0.5590 -4.3355 0.1333
H -7.9750 -1.2571 -5.9042 0.2923
H -7.8818 0.4859 -5.8186 0.3086
C 1.6140 -0.9600 3.8836 -0.5735
O 0.7731 0.1855 3.7251 -0.3528
C 1.5179 1.4079 3.5067 -0.1434
C 0.5140 2.5320 3.2043 0.8803
N -0.1338 3.0800 4.4127 -0.3750
C -0.8238 4.3839 4.1871 -0.9478
C -2.1252 4.2233 3.4259 0.0355
O -3.0806 3.5411 4.1136 -0.3917
C -4.4384 3.6018 3.6082 -0.3543
H 2.1061 -1.2003 2.9412 0.0844
H 1.0007 -1.8388 4.0830 0.1973
H 2.3374 -0.7707 4.6766 0.4367
H 2.1998 1.3624 2.6576 -0.1400
H 2.0786 1.5682 4.4276 0.4510
H -0.1547 2.2419 2.3939 -0.4220
H 1.1104 3.2788 2.6801 -0.3893
H -0.7847 2.3799 4.7389 0.3675
H -0.2239 5.1125 3.6418 0.3396
H -1.0875 4.8438 5.1395 0.3592
H -1.9516 3.9205 2.3933 -0.0617
H -2.5731 5.2139 3.3468 0.5844
H -5.0387 2.8789 4.1606 0.1451
H -4.4513 3.3023 2.5602 0.0004
H -4.8103 4.6137 3.7689 0.3798
C -2.8737 -4.5619 3.1544 0.0313
O -3.1079 -5.7278 2.3431 -0.2634
C -4.4688 -5.9917 2.0544 0.7176
C -4.7636 -7.4699 1.8127 -1.2105
N -3.9934 -8.3012 2.7401 -0.3708
C -4.4595 -8.4081 4.1070 -0.2225
C -3.4932 -9.3123 4.8879 -0.8575
O -2.0789 -8.9463 4.9212 -0.3877
C -1.8069 -7.8437 5.7737 -0.4429
H -1.7966 -4.4734 3.2965 0.1029
H -3.4342 -4.5924 4.0887 0.4948
H -3.1400 -3.6368 2.6431 -0.5907
H -4.5909 -5.4937 1.0925 -0.4772
H -5.2814 -5.5139 2.6017 0.3096
H -4.5119 -7.6803 0.7732 0.3391
H -5.8374 -7.6563 1.8339 0.4168
H -3.1362 -7.7686 2.7802 0.3689
H -5.4930 -8.7541 4.0974 0.4293
H -4.3997 -7.3842 4.4758 0.1697
H -3.5043 -10.3618 4.5939 0.3579
H -3.7741 -9.5140 5.9216 0.4737
H -2.4649 -7.8057 6.6418 0.3419
H -1.9272 -6.9255 5.1988 -0.0116
H -0.7936 -7.8120 6.1742 0.2882
C 7.4530 6.0098 -1.8425 -0.7101
O 7.6890 4.9039 -1.0444 -0.4825
C 6.4634 4.5550 -0.3988 1.0195
C 6.5591 5.0913 1.0831 -0.9081
N 5.2932 5.0932 1.7400 -0.1019
C 4.5987 3.8251 1.9590 0.2128
C 5.4257 2.7732 2.7413 -0.7498
O 4.6320 1.5548 2.9704 0.2067
C 5.2725 0.6862 3.8459 -1.0354
H 8.4476 6.2064 -2.2427 0.3036
H 7.1273 6.8734 -1.2627 0.3349
H 6.8262 5.8720 -2.7235 0.2335
H 6.3349 3.4758 -0.4819 -0.3131
H 5.6266 4.9248 -0.9914 -0.1685
H 6.8881 6.1302 1.0591 0.4579
H 7.3410 4.5037 1.5643 0.2718
H 5.4936 5.4385 2.6677 0.3354
H 4.2512 3.3893 1.0223 -0.6147
H 3.7127 3.9980 2.5699 0.2938
H 5.6362 3.0796 3.7659 0.2782
H 6.3637 2.4808 2.2692 0.3388
H 5.4406 1.0534 4.8584 0.3385
H 6.2379 0.3865 3.4381 0.4170
H 4.7312 -0.2574 3.9136 0.1840
C -5.7128 0.2710 2.8249 -0.2142
O -5.0950 -1.0346 2.8834 -0.1148
C -5.8862 -1.9607 3.7405 -0.4589
C -7.1154 -2.4864 2.9899 -0.8250
N -6.8141 -3.5524 2.0060 -0.1638
C -6.0753 -3.2301 0.8165 -0.3139
C -6.7365 -2.1252 -0.0501 1.0825
O -8.0565 -2.5116 -0.3906 -0.5077
C -8.8152 -1.4796 -0.9938 -0.5476
H -6.5195 0.3649 2.0979 0.1414
H -4.9516 0.9709 2.4801 -0.3592
H -5.9841 0.6298 3.8177 0.4031
H -6.1349 -1.4476 4.6695 0.5263
H -5.2440 -2.8024 3.9998 0.0011
H -7.7588 -1.6383 2.7555 0.2767
H -7.7572 -3.0125 3.6967 0.5455
H -7.6901 -3.8713 1.6173 0.4312
H -5.9353 -4.1604 0.2661 0.3038
H -5.0641 -2.9399 1.1017 -0.3192
H -6.0855 -1.8934 -0.8930 -0.2468
H -6.7516 -1.2235 0.5620 -0.3755
H -8.1945 -1.0904 -1.8008 0.0465
H -9.0047 -0.6601 -0.3005 0.2740
H -9.7920 -1.7722 -1.3789 0.3208
C -1.6522 -1.1006 1.6156 0.5655
O -1.1002 -1.2256 0.2977 1.0224
C -0.1855 -0.1506 -0.0119 1.0167
C 0.3181 -0.1802 -1.4859 -1.4419
N 1.2191 0.8724 -1.7695 0.7052
C 2.5251 0.5473 -1.2673 -1.7724
C 3.6629 1.6497 -1.5626 0.3372
O 3.6627 1.8083 -3.0299 -0.1986
C 4.2673 3.0656 -3.4420 -0.4647
H -1.7263 -0.0869 2.0093 -0.0062
H -0.8887 -1.4885 2.2899 -0.1275
H -2.5547 -1.6594 1.8636 -0.9769
H 0.6791 -0.3992 0.6035 0.2156
H -0.5448 0.8391 0.2702 -1.0395
H -0.5148 -0.1091 -2.1854 0.2888
H 0.8075 -1.1102 -1.7753 0.1803
H 1.3219 0.9934 -2.7669 0.2962
H 2.8315 -0.4059 -1.6981 0.6111
H 2.5537 0.5064 -0.1784 -0.1121
H 4.6062 1.3688 -1.0943 0.0373
H 3.3881 2.6219 -1.1532 -0.0540
H 4.3810 2.9428 -4.5191 0.3611
H 5.2332 3.2422 -2.9686 0.1505
H 3.6719 3.9570 -3.2450 -0.1729
```

frontier orbital gap = 8.61 eV
relative energy (zero: lowest compared OMol25 entry of this formula, charge and spin) = 229.75 kJ/mol
highest occupied orbital energy = -8.3 eV